No. 1
Here is 5 unconnected molecules or ions with the total composition C36H78N4O5 from the OMol25 dataset. Energies are from ωB97M-V/def2-TZVPD.

Energy above the lowest of the compared OMol25 structures with the same formula, charge and spin   562.47 kJ/mol
SMILES   CC1(C)CCCC(C)(C)N1O.CC1(C)CCCC(C)(C)N1O.CC1(C)CCCC(C)(C)N1O.CC1(C)CCCC(C)(C)N1O.O

The geometry in XYZ format:
```
123
C36H78N4O5, DFT ωB97M-V/def2-TZVPD
C 0.464 5.135 1.145
C 1.200 5.656 -0.091
C 1.241 7.183 -0.221
C 2.709 5.184 0.112
C 3.395 5.202 -1.305
C 2.610 4.418 -2.323
C 1.145 4.965 -2.579
C 1.187 6.283 -3.395
C 0.481 3.725 -3.250
N 0.438 5.060 -1.265
O -0.856 5.485 -1.308
H -0.576 5.459 1.141
H 0.527 4.049 1.218
H 1.004 5.494 2.021
H 1.796 7.618 -1.053
H 0.247 7.629 -0.203
H 1.786 7.686 0.577
H 3.339 5.768 0.783
H 2.906 4.173 0.470
H 3.547 6.236 -1.614
H 4.423 4.862 -1.184
H 2.858 3.357 -2.278
H 2.968 4.632 -3.330
H 2.166 6.743 -3.265
H 0.354 6.855 -2.985
H 1.178 6.135 -4.475
H 0.510 2.842 -2.612
H 0.943 3.446 -4.198
H -0.516 4.085 -3.505
H -0.725 6.435 -1.351
C 3.624 -4.281 -3.354
C 3.247 -3.102 -2.324
C 3.234 -1.726 -3.073
C 1.732 -3.302 -1.893
C 1.453 -3.029 -0.357
C 2.603 -3.454 0.470
C 3.977 -2.791 0.117
C 3.851 -1.287 0.445
C 5.041 -3.409 0.984
N 4.278 -3.150 -1.234
O 5.418 -2.540 -1.641
H 2.785 -4.437 -4.032
H 4.551 -4.078 -3.891
H 3.770 -5.206 -2.796
H 4.250 -1.481 -3.382
H 2.608 -1.807 -3.962
H 3.029 -0.793 -2.547
H 1.064 -2.621 -2.420
H 1.460 -4.278 -2.293
H 1.285 -1.968 -0.168
H 0.494 -3.493 -0.125
H 2.779 -4.530 0.472
H 2.375 -3.322 1.527
H 3.428 -1.107 1.434
H 3.261 -0.747 -0.296
H 4.781 -0.719 0.461
H 4.694 -3.416 2.017
H 5.982 -2.863 1.056
H 5.310 -4.407 0.638
H 5.975 -3.268 -1.926
C -2.862 -0.451 8.043
C -1.682 -1.023 7.253
C -1.989 -1.096 5.731
C -0.603 0.150 7.376
C 0.835 -0.245 7.007
C 1.338 -1.474 7.833
C 0.308 -2.621 7.672
C 0.593 -3.257 6.281
C 0.659 -3.611 8.782
N -1.139 -2.297 7.755
O -1.997 -3.325 7.602
H -3.755 -1.071 7.956
H -2.486 -0.420 9.065
H -3.194 0.552 7.775
H -2.484 -2.016 5.420
H -2.505 -0.209 5.364
H -1.067 -1.057 5.151
H -0.810 0.916 6.630
H -0.503 0.658 8.335
H 0.885 -0.483 5.945
H 1.444 0.644 7.165
H 1.495 -1.139 8.858
H 2.303 -1.724 7.393
H 0.537 -2.507 5.492
H -0.077 -4.077 6.024
H 1.640 -3.539 6.171
H 1.744 -3.700 8.725
H 0.226 -4.611 8.802
H 0.403 -3.224 9.768
H -2.021 -3.371 6.643
C -3.174 -0.205 -2.506
C -4.123 -0.414 -3.743
C -5.519 -0.746 -3.171
C -4.292 0.867 -4.444
C -4.987 0.710 -5.797
C -4.218 -0.258 -6.656
C -3.925 -1.620 -6.041
C -5.103 -2.558 -6.143
C -2.763 -2.284 -6.908
N -3.563 -1.455 -4.649
O -3.452 -2.677 -4.020
H -3.157 -1.164 -1.988
H -2.113 -0.072 -2.715
H -3.480 0.644 -1.894
H -5.549 -1.574 -2.463
H -5.853 0.117 -2.595
H -6.313 -1.123 -3.817
H -4.857 1.631 -3.911
H -3.324 1.241 -4.777
H -6.002 0.334 -5.664
H -5.171 1.725 -6.148
H -3.293 0.036 -7.151
H -4.948 -0.510 -7.426
H -5.885 -2.386 -5.403
H -4.806 -3.606 -6.195
H -5.780 -2.393 -6.981
H -2.885 -2.124 -7.979
H -2.500 -3.269 -6.521
H -1.878 -1.676 -6.721
H -4.288 -3.129 -4.157
O -1.052 0.636 1.352
H -1.539 0.361 0.574
H -0.529 1.381 1.056
```

***

No. 2
Here is a molecular structure, C36H80B4F16HgN4 from the OMol25 dataset. Energies are from ωB97M-V/def2-TZVPD.

Energy above the lowest of the compared OMol25 structures with the same formula, charge and spin   149.45 kJ/mol
Total charge   +2

The geometry in XYZ format:
```
141
C36H80B4F16HgN4, DFT ωB97M-V/def2-TZVPD
Hg -2.500 -2.465 -2.048
C -0.608 -6.233 1.625
C 0.427 -5.102 1.597
C 1.838 -5.588 1.801
N 2.937 -4.538 1.899
C 3.140 -4.058 0.453
C 4.349 -3.177 0.308
C 5.616 -3.799 0.826
C 5.380 -4.328 2.245
C 4.163 -5.215 2.298
C 2.620 -3.430 2.821
H -0.234 -7.174 2.036
H -0.940 -6.511 0.623
H -1.514 -5.902 2.125
H 0.088 -4.286 2.233
H 0.329 -4.674 0.590
H 2.088 -6.297 1.019
H 1.898 -6.068 2.785
H 3.255 -4.990 -0.094
H 2.264 -3.511 0.130
H 4.424 -2.922 -0.753
H 4.144 -2.199 0.766
H 5.783 -4.634 0.134
H 6.468 -3.131 0.754
H 6.255 -4.909 2.530
H 5.266 -3.463 2.902
H 4.307 -6.025 1.586
H 4.111 -5.616 3.308
H 1.740 -2.879 2.518
H 3.453 -2.750 2.680
H 2.599 -3.823 3.832
C -6.498 5.890 -3.689
C -5.988 4.571 -3.106
C -4.592 4.284 -3.598
N -4.204 2.835 -3.496
C -4.601 2.201 -2.193
C -3.829 2.849 -1.073
C -2.324 2.685 -1.233
C -1.885 3.259 -2.557
C -2.737 2.721 -3.706
C -4.883 2.067 -4.581
H -5.829 6.700 -3.359
H -7.472 6.210 -3.325
H -6.512 5.936 -4.778
H -6.677 3.806 -3.478
H -6.066 4.647 -2.024
H -3.923 4.841 -2.945
H -4.416 4.541 -4.638
H -5.672 2.238 -2.032
H -4.315 1.171 -2.396
H -4.122 3.891 -0.935
H -4.037 2.375 -0.113
H -1.788 3.247 -0.464
H -2.049 1.632 -1.213
H -1.893 4.348 -2.601
H -0.870 2.916 -2.772
H -2.443 3.223 -4.627
H -2.562 1.652 -3.850
H -4.520 1.042 -4.502
H -4.622 2.465 -5.555
H -5.947 2.080 -4.379
C -3.585 1.753 3.758
C -2.625 0.643 4.193
C -1.212 0.977 3.772
N -0.142 0.047 4.329
C 1.156 0.247 3.572
C 1.706 1.626 3.854
C 1.936 1.780 5.340
C 0.651 1.601 6.134
C -0.096 0.336 5.769
C -0.517 -1.357 4.082
H -4.516 1.666 4.319
H -3.888 1.663 2.726
H -3.192 2.770 3.867
H -2.940 -0.271 3.692
H -2.704 0.571 5.277
H -0.932 1.932 4.221
H -1.126 1.102 2.692
H 0.910 0.133 2.519
H 1.786 -0.525 4.018
H 0.981 2.328 3.430
H 2.631 1.823 3.313
H 2.277 2.806 5.482
H 2.699 1.060 5.638
H 0.007 2.470 6.004
H 0.948 1.518 7.178
H -1.044 0.277 6.290
H 0.485 -0.490 6.204
H 0.231 -2.033 4.496
H -0.744 -1.563 3.034
H -1.444 -1.638 4.581
C 4.447 3.989 1.421
C 3.394 3.206 0.619
C 4.145 2.746 -0.642
N 3.477 1.822 -1.581
C 2.263 2.509 -2.216
C 1.749 1.763 -3.421
C 2.812 1.394 -4.449
C 3.947 0.694 -3.769
C 4.486 1.590 -2.664
C 3.084 0.595 -0.930
H 5.081 4.689 0.878
H 5.135 3.284 1.897
H 3.946 4.540 2.219
H 2.558 3.852 0.360
H 3.087 2.368 1.231
H 5.017 2.171 -0.316
H 4.537 3.641 -1.118
H 2.626 3.501 -2.467
H 1.534 2.475 -1.410
H 1.074 2.458 -3.939
H 1.076 0.932 -3.192
H 3.067 2.248 -5.090
H 2.347 0.766 -5.219
H 4.775 0.384 -4.403
H 3.529 -0.224 -3.346
H 4.761 2.578 -3.020
H 5.317 1.034 -2.227
H 3.990 0.016 -0.753
H 2.373 0.007 -1.495
H 2.634 0.882 0.010
B -0.175 -1.142 -0.570
F 1.114 -1.611 -0.288
F -0.363 -1.342 -1.979
F -1.170 -1.861 0.144
F -0.332 0.215 -0.171
B -2.417 -1.587 -4.768
F -2.469 -0.746 -3.563
F -3.125 -2.775 -4.468
F -3.005 -1.000 -5.902
F -1.031 -1.810 -4.953
B -4.750 -1.782 -0.773
F -6.062 -1.587 -0.399
F -4.161 -3.015 -0.343
F -4.729 -1.829 -2.233
F -3.842 -0.734 -0.378
B -1.815 -5.107 -2.080
F -3.193 -4.766 -2.413
F -1.724 -6.451 -1.895
F -1.046 -4.523 -3.114
F -1.539 -4.341 -0.920
```

***

No. 3
Here is 10 unconnected molecules or ions with the total composition C36H81F8N13O22S8 from the OMol25 dataset. Energies are from ωB97M-V/def2-TZVPD.

Total charge   +2

The geometry in XYZ format:
```
168
C36H81F8N13O22S8, DFT ωB97M-V/def2-TZVPD
C -6.651 -0.484 9.355
C -6.254 -1.664 8.476
N -5.707 -1.211 7.189
C -4.503 -0.612 6.947
C -4.415 -0.395 5.551
N -5.644 -0.694 5.045
C -6.415 -1.210 6.014
C -6.049 -0.546 3.723
H -5.821 0.085 9.775
H -7.392 -0.642 10.139
H -7.295 0.131 8.727
H -7.130 -2.274 8.252
H -5.505 -2.272 8.983
H -3.874 -0.363 7.789
H -3.642 0.036 4.932
H -7.369 -1.649 5.761
H -6.980 -1.099 3.595
H -5.359 -1.076 3.066
H -6.272 0.508 3.561
C 3.293 2.642 5.703
C 3.245 1.149 5.375
N 4.515 0.535 5.715
C 4.648 -0.835 6.023
C 5.991 -1.022 6.412
N 6.649 0.238 6.454
C 5.721 1.195 6.066
C 7.960 0.476 6.967
H 2.400 3.224 5.476
H 4.031 3.233 5.161
H 3.508 2.859 6.749
H 3.049 0.844 4.347
H 2.449 0.643 5.922
H 3.816 -1.473 5.764
H 6.643 -1.802 6.775
H 5.993 2.240 6.072
H 8.237 0.022 7.919
H 8.190 1.539 7.041
H 8.639 0.054 6.226
C 3.403 -6.797 -2.596
C 4.327 -8.103 -2.691
N 3.649 -9.156 -3.434
C 3.494 -9.169 -4.795
C 2.785 -10.319 -5.130
N 2.680 -11.138 -4.023
C 3.366 -10.473 -3.056
C 2.312 -12.511 -4.023
H 2.848 -6.499 -3.486
H 3.871 -5.941 -2.110
H 2.646 -7.083 -1.866
H 4.587 -8.436 -1.686
H 5.284 -7.874 -3.158
H 3.776 -8.343 -5.432
H 2.411 -10.671 -6.080
H 3.520 -10.845 -2.054
H 3.112 -12.979 -3.450
H 2.226 -12.937 -5.023
H 1.393 -12.715 -3.474
C -8.538 -5.570 -1.143
O -7.459 -5.846 -1.945
C -7.744 -5.897 -3.356
C -6.493 -6.036 -4.131
N -5.402 -4.932 -4.042
H -4.778 -4.915 -4.836
H -5.829 -4.026 -4.171
C -4.587 -4.938 -2.720
C -3.428 -5.914 -2.770
O -3.888 -7.217 -3.211
C -2.875 -8.188 -3.117
H -9.176 -6.452 -1.191
H -9.049 -4.687 -1.526
H -8.243 -5.421 -0.104
H -8.274 -4.966 -3.555
H -8.336 -6.798 -3.517
H -6.660 -6.049 -5.208
H -5.859 -6.876 -3.848
H -5.122 -5.165 -1.798
H -4.268 -3.899 -2.638
H -3.049 -5.901 -1.749
H -2.615 -5.584 -3.417
H -3.272 -9.193 -3.264
H -2.294 -8.218 -2.195
H -2.205 -7.929 -3.937
C 3.854 -0.368 -5.735
O 4.464 0.433 -4.718
C 3.656 1.494 -4.170
C 4.555 2.223 -3.154
N 4.806 1.272 -1.942
H 3.948 1.045 -1.459
H 5.183 0.385 -2.245
C 5.773 1.754 -0.858
C 6.260 0.607 0.107
O 6.676 -0.616 -0.590
C 6.651 -1.858 0.111
H 4.546 -0.273 -6.572
H 2.934 0.056 -6.136
H 3.676 -1.421 -5.519
H 2.724 1.106 -3.759
H 3.430 2.168 -4.996
H 4.042 3.010 -2.602
H 5.566 2.397 -3.520
H 5.300 2.656 -0.470
H 6.650 2.112 -1.396
H 5.407 0.359 0.740
H 7.020 0.872 0.842
H 5.664 -2.102 0.505
H 7.336 -2.004 0.946
H 6.806 -2.572 -0.698
C 3.668 10.641 0.093
O 2.953 10.379 1.297
C 3.610 9.338 2.018
C 3.279 9.449 3.518
N 3.511 10.860 3.910
H 3.031 11.405 3.207
H 3.068 11.060 4.795
C 4.945 11.273 3.914
C 5.049 12.810 3.972
O 4.320 13.277 2.832
C 4.554 14.632 2.430
H 3.043 11.286 -0.524
H 4.018 9.805 -0.513
H 4.617 11.156 0.241
H 4.685 9.368 1.837
H 3.343 8.418 1.499
H 3.755 8.836 4.283
H 2.218 9.327 3.735
H 5.494 10.911 3.045
H 5.318 10.718 4.774
H 6.100 13.096 3.994
H 4.744 13.166 4.956
H 5.577 14.944 2.639
H 3.948 15.444 2.832
H 4.632 14.586 1.343
N -2.695 -5.250 -7.978
S -2.702 -6.733 -8.841
O -2.887 -7.944 -8.076
O -1.864 -6.723 -10.058
F -4.175 -6.546 -9.489
S -1.218 -5.088 -7.980
O -0.507 -4.331 -9.026
O -0.390 -6.054 -7.324
F -1.223 -3.902 -6.923
N 0.751 1.071 -0.295
S -0.295 -0.209 -0.859
O -0.605 -0.200 -2.252
O -1.314 -0.692 0.076
F 0.908 -1.344 -0.722
S -0.308 2.016 -0.087
O -1.022 1.910 1.192
O -1.111 2.441 -1.252
F 0.729 3.255 0.021
N -5.539 8.425 2.592
S -4.826 7.472 1.657
O -3.594 7.844 0.953
O -5.652 6.492 0.979
F -4.148 6.505 2.734
S -5.807 9.722 1.614
O -5.926 9.599 0.159
O -5.257 10.987 2.042
F -7.378 9.896 1.941
N -7.127 -0.563 -5.302
S -7.158 0.565 -4.379
O -7.509 0.315 -3.019
O -7.439 1.898 -4.870
F -5.539 0.522 -4.232
S -8.775 -0.333 -5.765
O -9.062 0.609 -6.843
O -9.828 -0.519 -4.748
F -8.867 -1.757 -6.574
```

***

Number 1: gap between HOMO and LUMO 8.29 eV, LUMO energy 0.354 eV. Number 2: gap between HOMO and LUMO 10.17 eV, LUMO energy -4.585 eV. Number 3: gap between HOMO and LUMO 4.15 eV, LUMO energy -5.272 eV.